{
  "formula": "C37H36BF5N2O5STi",
  "method": "ωB97M-V with the def2-TZVPD basis set",
  "symbols": ["Ti", "O", "C", "C", "O", "C", "C", "O", "C", "O", "O", "F", "C", "C", "F", "C", "F", "C", "S", "C", "F", "C", "F", "C", "C", "C", "C", "C", "C", "C", "C", "C", "C", "C", "C", "N", "B", "N", "C", "C", "C", "C", "C", "C", "C", "C", "C", "C", "C", "C", "C", "C", "H", "H", "H", "H", "H", "H", "H", "H", "H", "H", "H", "H", "H", "H", "H", "H", "H", "H", "H", "H", "H", "H", "H", "H", "H", "H", "H", "H", "H", "H", "H", "H", "H", "H", "H", "H"],
  "xyz": [[-0.033, -0.227, 0.011], [2.339, 4.941, 1.774], [1.903, 3.836, 1.487], [2.578, 2.820, 0.608], [3.750, 2.899, 0.186], [1.587, 1.809, 0.393], [0.388, 2.102, 1.136], [-0.598, 1.264, 0.949], [0.514, 3.314, 1.862], [-0.297, 3.895, 2.606], [1.525, 0.756, -0.367], [4.185, -3.764, -1.566], [3.405, -3.129, -0.639], [2.207, -2.507, -0.995], [1.818, -2.627, -2.308], [1.398, -1.818, -0.123], [-1.324, -1.457, -0.029], [1.807, -1.830, 1.238], [0.786, -1.041, 2.392], [2.993, -2.460, 1.622], [3.395, -2.475, 2.924], [3.807, -3.079, 0.684], [4.991, -3.640, 1.059], [0.789, -0.256, -3.757], [1.970, 0.690, -3.548], [2.598, 0.908, -4.937], [1.713, 2.052, -2.912], [2.851, 2.840, -2.750], [2.779, 4.147, -2.324], [1.548, 4.712, -2.059], [0.389, 3.955, -2.142], [-0.943, 4.625, -1.854], [-1.015, 5.255, -0.462], [-1.236, 5.685, -2.927], [0.480, 2.605, -2.534], [-0.705, 1.827, -2.499], [-1.121, 0.827, -1.558], [-2.491, 0.576, -1.913], [-2.815, 1.357, -3.015], [-1.753, 2.108, -3.356], [-3.488, -0.308, -1.437], [-4.105, -0.111, -0.192], [-5.191, -0.906, 0.150], [-5.673, -1.870, -0.714], [-5.031, -2.092, -1.916], [-3.921, -1.344, -2.280], [-3.145, -1.696, -3.531], [-2.663, -3.146, -3.441], [-3.961, -1.456, -4.806], [-3.606, 0.932, 0.775], [-4.610, 2.074, 0.949], [-3.244, 0.302, 2.123], [1.145, -1.155, -4.260], [0.030, 0.208, -4.387], [0.349, -0.564, -2.803], [2.696, 0.173, -2.910], [1.899, 1.455, -5.571], [2.808, -0.053, -5.406], [3.526, 1.470, -4.896], [3.821, 2.406, -2.941], [3.683, 4.720, -2.189], [1.491, 5.744, -1.747], [-1.738, 3.877, -1.897], [-0.225, 5.983, -0.293], [-0.930, 4.490, 0.303], [-1.976, 5.758, -0.333], [-0.572, 6.541, -2.818], [-2.263, 6.037, -2.839], [-1.100, 5.273, -3.925], [-3.794, 1.325, -3.455], [-1.656, 2.812, -4.162], [-5.673, -0.769, 1.108], [-6.536, -2.465, -0.444], [-5.398, -2.866, -2.577], [-2.256, -1.062, -3.567], [-3.499, -3.844, -3.456], [-2.107, -3.278, -2.515], [-2.004, -3.375, -4.277], [-4.806, -2.141, -4.869], [-3.335, -1.600, -5.686], [-4.343, -0.436, -4.825], [-2.682, 1.355, 0.375], [-5.547, 1.724, 1.383], [-4.826, 2.536, -0.013], [-4.179, 2.825, 1.607], [-4.126, -0.065, 2.651], [-2.740, 1.041, 2.741], [-2.551, -0.525, 1.967]],
  "charge": -2,
  "spin_multiplicity": 1,
  "max_force_ha_per_bohr": 0.07394,
  "e_above_lowest_kcal_mol": 32.0,
  "homo_lumo_gap_ev": 5.93,
  "energy_ha": -3689.2877
}

=====

{
  "formula": "C37H36BF5N2O5STi",
  "method": "ωB97M-V with the def2-TZVPD basis set",
  "symbols": ["Ti", "O", "C", "C", "O", "C", "C", "O", "C", "O", "O", "F", "C", "C", "F", "C", "F", "C", "S", "C", "F", "C", "F", "C", "C", "C", "C", "C", "C", "C", "C", "C", "C", "C", "C", "N", "B", "N", "C", "C", "C", "C", "C", "C", "C", "C", "C", "C", "C", "C", "C", "C", "H", "H", "H", "H", "H", "H", "H", "H", "H", "H", "H", "H", "H", "H", "H", "H", "H", "H", "H", "H", "H", "H", "H", "H", "H", "H", "H", "H", "H", "H", "H", "H", "H", "H", "H", "H"],
  "xyz": [[-0.162, 1.854, -0.501], [1.793, 3.261, 5.063], [1.397, 2.997, 3.947], [-0.067, 2.801, 3.538], [-1.043, 2.996, 4.252], [0.018, 2.369, 2.145], [1.331, 2.365, 1.685], [1.533, 1.996, 0.452], [2.273, 2.772, 2.711], [3.491, 2.912, 2.653], [-0.917, 2.006, 1.320], [-5.644, 3.515, -1.014], [-4.305, 3.740, -0.934], [-3.381, 2.702, -1.010], [-3.918, 1.451, -1.143], [-2.028, 2.894, -0.961], [0.122, 1.540, -2.270], [-1.567, 4.220, -0.831], [0.178, 4.458, -0.766], [-2.473, 5.267, -0.718], [-2.069, 6.552, -0.563], [-3.838, 5.031, -0.777], [-4.720, 6.059, -0.699], [-2.940, -1.140, 0.373], [-2.957, -0.686, 1.828], [-3.955, -1.594, 2.566], [-1.656, -0.657, 2.627], [-1.778, -0.219, 3.945], [-0.725, -0.263, 4.834], [0.493, -0.776, 4.423], [0.684, -1.168, 3.106], [2.029, -1.740, 2.689], [3.198, -0.801, 2.978], [2.255, -3.098, 3.362], [-0.386, -1.060, 2.200], [-0.107, -1.331, 0.832], [0.157, -0.377, -0.239], [0.638, -1.272, -1.285], [0.580, -2.590, -0.861], [0.149, -2.622, 0.411], [1.036, -1.020, -2.629], [2.339, -0.594, -2.926], [2.701, -0.473, -4.265], [1.800, -0.733, -5.280], [0.502, -1.097, -4.967], [0.101, -1.238, -3.645], [-1.348, -1.519, -3.316], [-2.235, -0.371, -3.800], [-1.818, -2.863, -3.875], [3.349, -0.250, -1.854], [4.465, -1.294, -1.791], [3.921, 1.152, -2.063], [-3.967, -1.139, 0.006], [-2.537, -2.149, 0.270], [-2.371, -0.472, -0.275], [-3.346, 0.338, 1.848], [-3.577, -2.618, 2.589], [-4.914, -1.598, 2.045], [-4.128, -1.281, 3.593], [-2.722, 0.197, 4.269], [-0.846, 0.121, 5.836], [1.317, -0.830, 5.122], [2.015, -1.903, 1.610], [3.253, -0.524, 4.031], [3.121, 0.113, 2.395], [4.141, -1.282, 2.709], [2.404, -2.976, 4.436], [3.141, -3.587, 2.952], [1.401, -3.760, 3.219], [0.879, -3.403, -1.500], [0.007, -3.470, 1.059], [3.704, -0.145, -4.510], [2.101, -0.626, -6.315], [-0.218, -1.257, -5.760], [-1.439, -1.553, -2.228], [-2.236, -0.304, -4.890], [-1.880, 0.577, -3.397], [-3.263, -0.520, -3.467], [-1.821, -2.853, -4.967], [-2.832, -3.083, -3.540], [-1.168, -3.677, -3.549], [2.838, -0.251, -0.894], [5.028, -1.322, -2.727], [4.059, -2.291, -1.612], [5.159, -1.058, -0.985], [4.540, 1.195, -2.965], [4.535, 1.436, -1.210], [3.125, 1.888, -2.156]],
  "charge": -2,
  "spin_multiplicity": 1,
  "max_force_ha_per_bohr": 0.03077,
  "e_above_lowest_kcal_mol": 8.1,
  "homo_lumo_gap_ev": 6.09,
  "energy_ha": -3689.3258
}

=====

{
  "formula": "C37H36N3O3Yb",
  "method": "ωB97M-V with the def2-TZVPD basis set",
  "symbols": ["C", "C", "C", "H", "C", "C", "H", "C", "C", "C", "H", "C", "C", "H", "H", "H", "H", "H", "H", "Yb", "C", "C", "C", "H", "H", "H", "H", "H", "H", "C", "C", "H", "H", "O", "N", "C", "H", "C", "C", "H", "C", "H", "C", "H", "C", "H", "C", "H", "H", "H", "O", "C", "N", "C", "C", "O", "N", "C", "C", "C", "C", "C", "C", "C", "C", "C", "C", "C", "C", "H", "H", "H", "H", "H", "H", "H", "H", "H", "H", "H"],
  "xyz": [[-0.823, 3.135, -0.031], [-1.842, 2.652, -0.906], [-2.631, 1.712, -0.179], [-2.009, 2.957, -1.935], [-2.107, 1.622, 1.147], [-0.990, 2.508, 1.237], [-2.561, 1.068, 1.971], [0.974, -0.614, -2.511], [-0.039, 0.221, -3.069], [-1.293, -0.421, -2.869], [0.121, 1.152, -3.603], [-1.053, -1.687, -2.244], [0.348, -1.770, -1.982], [-3.546, 1.229, -0.522], [-0.394, 2.700, 2.126], [-0.051, 3.880, -0.267], [0.848, -2.636, -1.547], [-2.265, -0.056, -3.200], [2.047, -0.449, -2.566], [-0.283, 0.604, -0.407], [-1.981, -2.880, -2.315], [-1.320, -3.861, -3.332], [-3.345, -2.466, -2.875], [-1.117, -3.380, -4.299], [-1.987, -4.722, -3.495], [-0.363, -4.237, -2.937], [-3.212, -2.071, -3.897], [-3.831, -1.693, -2.267], [-4.015, -3.333, -2.946], [-2.048, -3.783, -1.015], [-2.843, -3.493, 0.264], [-1.009, -3.945, -0.706], [-2.441, -4.753, -1.370], [-2.347, -3.622, 1.381], [-4.187, -3.206, 0.090], [-4.992, -2.658, 1.210], [-4.677, -3.914, -0.464], [-5.576, -1.312, 0.838], [-5.588, -0.247, 1.743], [-5.203, -0.414, 2.752], [-6.115, 0.995, 1.359], [-6.125, 1.819, 2.081], [-6.650, 1.154, 0.075], [-7.084, 2.111, -0.214], [-6.612, 0.095, -0.845], [-7.004, 0.209, -1.855], [-6.086, -1.142, -0.451], [-6.099, -1.997, -1.135], [-4.370, -2.550, 2.110], [-5.827, -3.363, 1.393], [0.865, -0.307, 1.388], [1.908, 0.331, 1.057], [3.135, 0.275, 1.683], [4.036, 1.258, 1.129], [3.236, 1.684, -0.127], [3.698, 2.327, -1.067], [1.965, 1.157, -0.037], [4.202, 2.411, 2.125], [3.305, 3.480, 2.070], [3.347, 4.494, 3.029], [4.285, 4.439, 4.064], [5.167, 3.357, 4.144], [5.135, 2.345, 3.171], [5.332, 0.599, 0.668], [6.492, 1.340, 0.416], [7.596, 0.728, -0.191], [7.554, -0.631, -0.520], [6.410, -1.382, -0.225], [5.308, -0.765, 0.379], [3.177, -0.004, 2.658], [2.578, 3.545, 1.255], [2.639, 5.316, 2.945], [4.314, 5.232, 4.810], [5.889, 3.292, 4.960], [5.840, 1.511, 3.221], [6.516, 2.396, 0.694], [8.488, 1.320, -0.407], [8.408, -1.108, -1.003], [6.359, -2.445, -0.458], [4.421, -1.347, 0.647]],
  "spin_multiplicity": 2,
  "max_force_ha_per_bohr": 0.03945,
  "homo_lumo_gap_ev": [8.56, 8.07],
  "energy_ha": -2980.3319
}

=====

{
  "formula": "C37H37AsN7O10S3W",
  "method": "ωB97M-V with the def2-TZVPD basis set",
  "symbols": ["W", "N", "C", "C", "C", "C", "C", "C", "S", "O", "O", "N", "C", "N", "C", "C", "C", "N", "H", "H", "H", "H", "H", "H", "H", "H", "H", "O", "As", "O", "O", "C", "C", "C", "C", "C", "C", "S", "O", "O", "O", "H", "H", "H", "H", "H", "C", "C", "C", "C", "C", "C", "C", "S", "C", "O", "H", "H", "H", "H", "H", "H", "H", "H", "H", "H", "C", "C", "C", "C", "C", "N", "C", "O", "N", "C", "C", "C", "C", "N", "C", "C", "C", "H", "H", "H", "H", "H", "H", "H", "H", "H", "H", "H", "H", "H"],
  "xyz": [[1.119, -0.435, -1.238], [2.229, -6.965, -5.652], [1.764, -6.014, -4.843], [0.960, -6.354, -3.724], [0.445, -5.379, -2.922], [0.737, -4.020, -3.189], [1.559, -3.672, -4.277], [2.059, -4.649, -5.089], [-0.032, -2.879, -2.237], [0.133, -1.484, -2.849], [-1.359, -3.245, -1.885], [0.736, -2.417, -0.817], [2.028, -2.815, -0.436], [2.686, -1.705, -0.077], [3.981, -1.839, 0.225], [4.548, -3.103, 0.239], [3.749, -4.183, -0.134], [2.465, -4.042, -0.497], [2.005, -7.934, -5.503], [2.774, -6.742, -6.468], [0.740, -7.393, -3.524], [-0.188, -5.646, -2.088], [1.763, -2.630, -4.490], [2.667, -4.385, -5.943], [4.542, -0.946, 0.471], [5.580, -3.236, 0.520], [4.147, -5.188, -0.163], [4.980, -0.632, -2.889], [3.424, 0.052, -3.276], [2.486, -1.178, -2.396], [3.204, 0.976, -1.612], [3.299, 2.349, -1.856], [4.530, 2.959, -2.014], [4.577, 4.317, -2.323], [3.423, 5.070, -2.473], [2.181, 4.471, -2.309], [2.141, 3.120, -1.998], [0.693, 2.238, -1.766], [-0.508, 2.970, -1.870], [0.811, 1.013, -2.707], [0.950, 1.490, -0.463], [5.708, -0.318, -3.445], [5.440, 2.385, -1.884], [5.540, 4.793, -2.447], [3.488, 6.121, -2.711], [1.265, 5.034, -2.408], [-6.098, 2.068, 2.352], [-5.124, 1.504, 1.372], [-4.524, 2.314, 0.405], [-3.630, 1.801, -0.514], [-3.326, 0.441, -0.461], [-3.927, -0.396, 0.487], [-4.815, 0.141, 1.398], [-2.314, -0.394, -1.594], [-2.380, 0.575, -3.086], [-0.837, -0.107, -1.040], [-6.211, 3.143, 2.236], [-5.772, 1.859, 3.371], [-7.075, 1.603, 2.224], [-4.774, 3.365, 0.368], [-3.182, 2.456, -1.245], [-3.732, -1.460, 0.478], [-5.289, -0.502, 2.128], [-2.006, 1.581, -2.918], [-3.434, 0.590, -3.369], [-1.794, 0.050, -3.837], [-1.206, 5.425, 3.726], [-1.505, 4.002, 4.086], [-2.012, 3.105, 3.153], [-2.332, 1.799, 3.497], [-2.127, 1.359, 4.800], [-2.450, 0.049, 5.224], [-2.540, -1.123, 4.544], [-3.141, -2.083, 4.959], [-1.923, -1.208, 3.272], [-0.699, -0.738, 2.857], [0.222, -0.082, 3.677], [1.402, 0.385, 3.123], [1.661, 0.181, 1.781], [0.796, -0.497, 1.004], [-0.352, -0.938, 1.519], [-1.620, 2.244, 5.748], [-1.320, 3.544, 5.390], [-1.189, 5.565, 2.646], [-0.246, 5.742, 4.129], [-1.964, 6.094, 4.135], [-2.184, 3.437, 2.136], [-2.766, 1.139, 2.758], [-2.779, -0.053, 6.175], [-2.279, -2.020, 2.787], [0.031, 0.042, 4.731], [2.129, 0.901, 3.732], [2.570, 0.545, 1.320], [-0.995, -1.510, 0.863], [-1.468, 1.914, 6.766], [-0.937, 4.219, 6.143]],
  "charge": 3,
  "spin_multiplicity": 1,
  "max_force_ha_per_bohr": 0.02220,
  "e_above_lowest_kcal_mol": 20.0,
  "homo_lumo_gap_ev": 4.53,
  "energy_ha": -6064.4710
}